Entry 1:
This record from OMol25 describes a 3-piece molecular cluster, C18H45O10P3Si overall. The level of theory is ωB97M-V/def2-TZVPD.

Positions of all 77 atoms, in Å:
C (-0.897, 3.268, 1.766)
C (0.440, 2.904, 2.315)
C (1.516, 1.859, 1.652)
Si (0.745, 0.533, 0.488)
C (0.224, -1.108, 1.350)
C (-0.639, -0.927, 2.733)
C (-2.138, -0.291, 2.541)
C (-3.304, -1.398, 2.155)
C (-4.051, -1.109, 0.720)
C (-5.162, 0.100, 0.754)
C (-4.529, 1.615, 0.716)
C (-5.546, 2.745, 0.100)
C (-4.948, 3.192, -1.365)
P (2.369, -0.025, -0.950)
O (1.530, -1.112, -2.076)
O (3.356, -1.151, 0.006)
H (-1.065, 4.114, 0.945)
H (-1.865, 2.752, 2.180)
H (0.756, 3.456, 3.325)
H (2.285, 2.487, 0.994)
H (2.142, 1.403, 2.545)
H (-0.359, 1.128, -0.308)
H (1.232, -1.671, 1.645)
H (-0.355, -1.810, 0.609)
H (-0.098, -0.317, 3.577)
H (-0.797, -2.022, 3.179)
H (-2.161, 0.620, 1.807)
H (-2.456, 0.142, 3.606)
H (-4.112, -1.527, 3.024)
H (-2.752, -2.446, 2.089)
H (-4.651, -2.101, 0.439)
H (-3.269, -0.960, -0.152)
H (-5.918, 0.052, 1.647)
H (-5.820, -0.011, -0.234)
H (-3.503, 1.605, 0.106)
H (-4.207, 1.872, 1.835)
H (-6.605, 2.235, -0.053)
H (-5.631, 3.698, 0.806)
H (-4.402, 4.244, -1.281)
H (-5.874, 3.243, -2.100)
H (-4.216, 2.374, -1.822)
H (1.612, -0.660, -2.966)
H (3.391, -0.839, 0.968)
C (1.290, 3.150, -3.151)
O (-0.072, 3.011, -3.510)
P (-0.509, 3.953, -4.894)
O (-1.983, 3.808, -4.493)
O (-0.102, 2.702, -5.889)
C (-0.654, 1.418, -5.634)
O (-0.945, 4.895, -6.278)
C (-1.861, 5.955, -6.072)
H (1.498, 2.511, -2.290)
H (1.932, 2.854, -3.983)
H (1.493, 4.190, -2.881)
H (-1.574, 1.462, -5.046)
H (0.083, 0.815, -5.103)
H (-0.877, 0.934, -6.589)
H (-1.635, 6.490, -5.145)
H (-2.885, 5.565, -6.048)
H (-1.783, 6.648, -6.913)
C (5.530, -7.787, 3.249)
O (6.136, -6.521, 3.065)
P (5.118, -5.397, 2.233)
O (6.358, -4.547, 1.924)
O (4.475, -4.899, 3.668)
C (5.355, -4.505, 4.712)
O (4.101, -4.272, 1.401)
C (4.523, -3.850, 0.117)
H (6.216, -8.434, 3.800)
H (4.601, -7.684, 3.814)
H (5.320, -8.238, 2.275)
H (6.342, -4.213, 4.346)
H (5.463, -5.332, 5.414)
H (4.917, -3.654, 5.241)
H (4.925, -4.691, -0.456)
H (5.275, -3.058, 0.212)
H (3.662, -3.436, -0.412)

Atoms 1-2, force components in eV/Å:
C 1.120 0.075 0.132
C -1.184 0.300 -0.206

Values from the calculation:
E, hartree: -2778.276559
2S+1: 1
Net charge: 0
SMILES: C=CC[Si@H](CCCCCCCCC)P(O)O.COP(=O)(OC)OC.COP(=O)(OC)OC
E_HOMO, eV: -7.4
Orbital gap, eV: 4.67
LUMO level, eV: -2.780

***

Entry 2:
This record from OMol25 describes an isolated ion of composition C3H6NO2 and charge -1. The level of theory is ωB97M-V/def2-TZVPD.

Positions of all 12 atoms, in Å:
C (1.141, 0.840, 0.293)
N (-1.558, 0.139, 0.845)
C (-0.147, -0.074, 0.216)
C (-0.385, -0.780, -1.072)
O (0.582, -0.646, -1.976)
O (1.450, 1.629, 1.357)
H (1.143, 1.438, -0.721)
H (1.869, 0.075, 0.262)
H (-0.345, -0.626, 1.056)
H (-1.622, 0.255, 1.813)
H (-1.440, -0.399, -1.358)
H (-0.688, -1.851, -0.715)

Atoms 1-2, force components in eV/Å:
C 0.925 1.915 2.245
N 1.951 -0.507 -3.885

Values from the calculation:
E, hartree: -322.878924
2S+1: 1
Net charge: -1
Energy above the lowest of the compared OMol25 structures with the same formula, charge and spin, kcal per mole: 212.9
E_HOMO, eV: -3.6
Orbital gap, eV: 5.41
LUMO level, eV: 1.833